No. 1
Molecular formula: C4H7N3
Method: DFT, wB97M-V/def2-TZVPD

Atoms and positions in Å:
N  1.063  -0.202  0.364
N  -0.635  -1.481  0.326
N  0.653  -1.471  0.465
C  2.456  0.080  0.092
C  -1.077  -0.210  0.104
C  -2.483  0.087  -0.300
C  0.012  0.621  0.145
H  2.805  0.943  0.661
H  2.573  0.282  -0.978
H  -2.968  0.830  0.338
H  3.032  -0.804  0.359
H  -3.065  -0.836  -0.284
H  -2.494  0.473  -1.325
H  0.128  1.688  0.033

Computed properties:
Total charge ... 0
Energy relative to the best compared isomer or geometry (same formula, charge and spin) ... 19.36 kcal per mole
SMILES ... Cc1cn(C)nn1
DFT total energy ... -320.8525 a.u.
HOMO level ... -9.34 eV
LUMO ... 0.87 eV
Kohn-Sham gap ... 10.21 eV

Atom charges from the natural (NBO) analysis, given in e for atoms 1 to 5: N -0.164; N -0.249; N -0.062; C -0.410; C 0.072

No. 2
Molecular formula: C17H26N2O
Method: DFT, wB97M-V/def2-TZVPD

Atoms and positions in Å:
O  2.012  3.695  0.130
N  1.788  -1.746  0.736
N  1.457  1.604  -0.521
C  2.660  0.949  -0.042
C  0.664  -2.491  0.225
C  1.201  2.912  -0.315
C  -4.007  -0.721  0.982
C  -1.983  1.592  -1.236
C  -0.213  3.322  -0.737
C  -2.881  0.622  -0.822
C  2.931  -1.580  -0.131
C  -2.284  1.039  1.450
C  -1.395  2.013  1.040
C  -1.319  -2.740  -1.316
C  -3.040  0.327  0.524
C  2.980  -0.265  -0.929
C  1.444  -0.583  1.541
C  2.484  0.525  1.422
C  -0.129  -1.869  -0.937
C  -1.229  2.302  -0.312
H  0.695  1.006  -0.804
H  -3.545  -1.375  1.719
H  -2.394  0.823  2.503
H  3.441  0.190  1.821
H  1.037  -3.471  -0.092
H  -0.419  4.292  -0.281
H  3.974  -0.165  -1.367
H  -1.994  -2.849  -0.470
H  2.961  -2.425  -0.822
H  1.367  -0.903  2.591
H  2.162  1.391  2.003
H  0.523  -1.754  -1.805
H  -0.223  3.447  -1.822
H  -4.356  -1.322  0.146
H  -0.017  -2.655  1.065
H  -3.460  0.084  -1.559
H  3.832  -1.639  0.492
H  -4.872  -0.252  1.452
H  2.265  -0.300  -1.753
H  0.463  -0.178  1.256
H  -0.813  2.556  1.771
H  -1.870  1.799  -2.292
H  -0.495  -0.881  -0.647
H  3.452  1.703  -0.098
H  -0.986  -3.731  -1.618
H  -1.870  -2.296  -2.141

Computed properties:
Total charge ... 0
Energy relative to the best compared isomer or geometry (same formula, charge and spin) ... 15.01 kcal per mole
SMILES ... CCCN1CCC(NC(=O)Cc2ccc(C)cc2)CC1
DFT total energy ... -848.1561 a.u.
HOMO level ... -7.92 eV
LUMO ... 0.81 eV
Kohn-Sham gap ... 8.72 eV

Atom charges from the natural (NBO) analysis, given in e for atoms 1 to 5: O -0.625; N -0.465; N -0.634; C -0.044; C -0.195